1.
{"formula": "C36H37N7O7SSr", "method": "ωB97M-V with the def2-TZVPD basis set", "e_above_lowest_kcal_mol": 0.0, "max_force_ha_per_bohr": 0.0095, "orbital_gap_ha": 0.284, "e_homo_ha": -0.28939, "symbols": ["Sr", "C", "N", "C", "C", "O", "C", "O", "C", "C", "O", "N", "C", "C", "H", "H", "H", "H", "H", "H", "H", "H", "H", "H", "H", "H", "H", "H", "H", "H", "O", "C", "O", "C", "C", "C", "N", "C", "C", "C", "C", "C", "C", "C", "N", "C", "C", "C", "C", "C", "N", "H", "H", "H", "H", "H", "H", "H", "H", "H", "H", "C", "C", "C", "C", "C", "C", "C", "S", "O", "O", "N", "C", "C", "C", "C", "C", "N", "H", "H", "H", "H", "H", "H", "H", "H", "H", "H", "H"], "coordinates": [[0.15660, 0.43233, 0.14996], [1.80340, -5.11163, -2.15523], [0.77287, -4.80101, -1.17161], [0.56579, -5.79386, -0.12238], [0.06270, -3.66978, -1.28729], [0.20410, -2.86100, -2.20346], [-1.01479, -3.41628, -0.22182], [-1.63599, -2.15868, -0.39010], [-2.37793, -2.04634, -1.58089], [-1.84085, -0.89589, -2.40891], [-1.09696, -0.06132, -1.90276], [-2.26756, -0.78311, -3.67678], [-3.00680, -1.83949, -4.34673], [-1.71293, 0.28320, -4.49890], [1.40755, -5.78037, -2.92387], [2.12985, -4.19134, -2.63097], [2.63545, -5.58618, -1.63398], [0.73510, -6.78203, -0.54838], [1.29222, -5.67588, 0.68134], [-0.45202, -5.76079, 0.25725], [-1.76572, -4.21449, -0.25443], [-0.57702, -3.41631, 0.77416], [-2.34261, -2.96824, -2.15975], [-3.42749, -1.83580, -1.33624], [-3.80231, -2.22671, -3.71326], [-3.47135, -1.42182, -5.23732], [-2.35403, -2.66275, -4.64918], [-1.39282, 1.09369, -3.84953], [-0.85411, -0.07419, -5.07290], [-2.47962, 0.64069, -5.18511], [3.52174, -6.04631, 0.63947], [4.30739, -5.07385, 0.73457], [5.53577, -5.00653, 0.80116], [3.54526, -3.75090, 0.71494], [3.67564, -2.86659, -0.34509], [2.83702, -1.76924, -0.44313], [1.91332, -1.48700, 0.48632], [1.84425, -2.29388, 1.55392], [2.62523, -3.42368, 1.70392], [0.84682, -1.92647, 2.60492], [1.08199, -2.21280, 3.94548], [0.11842, -1.87750, 4.88062], [-1.05478, -1.27351, 4.45278], [-1.19464, -1.00980, 3.10308], [-0.26838, -1.31352, 2.19487], [2.93108, -0.82716, -1.60086], [3.76936, -1.07113, -2.68380], [3.84396, -0.14156, -3.70560], [3.07155, 1.00576, -3.63429], [2.23966, 1.15909, -2.54041], [2.17452, 0.27435, -1.54625], [4.43180, -3.06587, -1.08978], [2.48748, -4.08209, 2.55140], [2.01446, -2.66882, 4.24530], [0.28453, -2.07857, 5.93071], [-1.83548, -0.99701, 5.14679], [-2.08967, -0.52312, 2.73011], [4.35918, -1.97273, -2.73493], [4.50017, -0.31469, -4.54844], [3.10157, 1.76217, -4.40562], [1.59076, 2.02545, -2.45230], [-3.30866, 6.32504, 5.58203], [-2.46354, 5.53615, 4.61976], [-3.02457, 4.52985, 3.83615], [-2.25563, 3.82366, 2.92649], [-0.90649, 4.12134, 2.79827], [-0.32645, 5.11993, 3.56514], [-1.10833, 5.81792, 4.47240], [0.08215, 3.21411, 1.64221], [1.26539, 4.00166, 1.40160], [0.30756, 1.88815, 2.24104], [-0.77294, 2.89825, 0.36052], [-0.86920, 3.81625, -0.67938], [-1.05023, 5.19506, -0.48492], [-1.15650, 6.01755, -1.58421], [-1.09278, 5.46432, -2.85909], [-0.91443, 4.09872, -2.95330], [-0.79475, 3.28364, -1.90404], [-4.21384, 5.78195, 5.85091], [-3.61111, 7.27584, 5.13808], [-2.75878, 6.55029, 6.49567], [-4.07921, 4.30252, 3.93787], [-2.69395, 3.05509, 2.30257], [0.72447, 5.34124, 3.43737], [-0.65995, 6.59820, 5.07619], [-1.10389, 5.59355, 0.51891], [-1.29085, 7.08393, -1.45279], [-1.17447, 6.07434, -3.74759], [-0.85169, 3.62438, -3.92863]], "forces_ev_per_a": [[-0.301, -0.298, -0.239], [0.017, 0.076, 0.109], [-0.060, 0.044, -0.017], [0.007, -0.003, 0.029], [-0.077, -0.093, -0.041], [0.056, 0.030, 0.023], [0.016, 0.016, -0.029], [0.033, -0.003, 0.010], [-0.012, -0.064, 0.012], [-0.031, 0.072, -0.120], [-0.023, 0.092, 0.085], [0.083, -0.014, -0.001], [0.009, 0.006, -0.016], [-0.012, -0.006, 0.017], [0.023, -0.040, 0.014], [0.006, 0.014, -0.006], [-0.021, -0.023, -0.043], [-0.032, -0.003, -0.016], [0.012, 0.000, -0.015], [-0.028, 0.006, 0.008], [0.001, 0.006, -0.013], [0.002, 0.006, 0.004], [-0.004, -0.014, 0.006], [0.024, -0.002, 0.021], [-0.006, -0.005, -0.002], [-0.006, -0.003, 0.002], [0.002, 0.002, 0.001], [0.000, 0.003, -0.007], [0.000, -0.001, -0.006], [0.000, 0.000, -0.004], [0.116, 0.038, 0.046], [-0.045, -0.143, -0.026], [0.009, 0.038, -0.035], [-0.045, 0.088, 0.072], [0.039, -0.012, -0.052], [-0.030, 0.109, -0.099], [0.202, -0.168, 0.064], [-0.068, 0.201, 0.206], [-0.055, -0.103, -0.062], [0.124, -0.027, -0.088], [-0.073, -0.031, 0.029], [-0.015, 0.015, -0.043], [0.054, -0.064, 0.014], [-0.016, 0.069, 0.010], [0.055, 0.145, 0.089], [-0.049, -0.015, 0.053], [0.014, 0.015, -0.028], [-0.012, 0.000, 0.024], [-0.021, -0.019, -0.020], [-0.031, 0.060, 0.006], [-0.039, 0.037, 0.005], [0.016, -0.025, 0.020], [0.003, -0.026, -0.021], [-0.004, -0.007, 0.006], [0.000, -0.001, 0.001], [-0.001, 0.001, -0.001], [0.018, 0.019, -0.007], [0.002, -0.001, -0.001], [0.001, -0.002, -0.001], [-0.002, -0.005, -0.005], [-0.005, -0.010, 0.010], [0.004, -0.001, -0.006], [-0.012, -0.011, -0.001], [-0.002, 0.007, 0.010], [0.029, 0.011, 0.001], [-0.038, -0.030, 0.010], [-0.002, -0.017, -0.003], [-0.003, 0.004, 0.008], [0.008, 0.023, 0.010], [-0.033, 0.070, 0.048], [-0.014, 0.061, 0.035], [0.209, -0.150, -0.037], [0.064, 0.064, -0.021], [-0.016, -0.065, 0.009], [0.001, -0.010, -0.008], [-0.004, 0.037, 0.005], [0.002, -0.032, 0.021], [-0.007, 0.042, -0.003], [0.000, 0.000, 0.002], [-0.002, -0.001, 0.002], [-0.001, 0.000, 0.001], [0.000, -0.002, -0.003], [-0.010, 0.002, 0.001], [-0.002, 0.012, 0.008], [0.011, -0.002, -0.006], [0.001, 0.024, -0.008], [-0.001, -0.001, 0.002], [0.000, -0.008, -0.004], [0.001, -0.002, -0.002]]}



2.
{"formula": "C4H6N2O", "method": "ωB97M-V with the def2-TZVPD basis set", "smiles": "Cc1ncc(O)[nH]1", "e_above_lowest_kcal_mol": 13.7, "max_force_ha_per_bohr": 0.0070, "orbital_gap_ha": 0.324, "e_homo_ha": -0.29949, "symbols": ["C", "C", "N", "C", "C", "O", "N", "H", "H", "H", "H", "H", "H"], "coordinates": [[2.15781, -0.20640, 0.12950], [0.70949, -0.08576, -0.20906], [0.11508, -0.60092, -1.25177], [-1.22990, -0.33654, -1.09658], [-1.43602, 0.32532, 0.07741], [-2.53132, 0.76371, 0.74970], [-0.19700, 0.49760, 0.63984], [2.58853, -0.97823, -0.50944], [2.28510, -0.51390, 1.17122], [2.71774, 0.72193, -0.02165], [-1.96051, -0.65936, -1.82496], [-3.22575, 0.10136, 0.65962], [-0.01660, 0.97932, 1.50722]], "forces_ev_per_a": [[0.062, 0.002, -0.083], [0.120, -0.120, 0.119], [0.145, 0.133, 0.222], [-0.309, 0.025, 0.030], [0.228, -0.208, -0.184], [-0.115, 0.014, -0.019], [-0.100, 0.004, -0.036], [-0.016, 0.118, 0.046], [0.014, 0.030, -0.075], [-0.117, -0.062, -0.008], [0.062, 0.067, 0.116], [0.024, 0.131, -0.008], [0.001, -0.135, -0.119]]}



3.
{"formula": "C33H37AsF5IrSSi2", "method": "ωB97M-V with the def2-TZVPD basis set", "e_above_lowest_kcal_mol": 0.0, "max_force_ha_per_bohr": 0.0232, "s_squared": 0.799, "orbital_gap_ha": [0.225, 0.229], "total_charge": -1, "e_homo_ha": [-0.13860, -0.16401], "spin_multiplicity": 2, "symbols": ["Ir", "F", "C", "C", "F", "C", "F", "C", "S", "C", "F", "C", "F", "C", "C", "C", "C", "C", "C", "H", "H", "H", "H", "H", "H", "H", "H", "H", "C", "C", "C", "C", "C", "C", "C", "C", "C", "C", "C", "C", "C", "C", "C", "H", "H", "H", "H", "H", "H", "H", "H", "H", "H", "C", "Si", "C", "C", "As", "Si", "C", "C", "C", "H", "H", "H", "H", "H", "H", "H", "H", "H", "H", "H", "H", "H", "H", "H", "H", "H", "H"], "coordinates": [[1.36103, -1.21616, -1.56747], [6.68561, -1.39202, 2.91501], [5.90785, -1.69619, 1.86418], [5.13241, -2.83661, 1.87658], [5.16464, -3.64568, 2.94780], [4.33173, -3.14103, 0.79017], [3.59822, -4.26039, 0.85664], [4.26679, -2.33102, -0.33815], [3.24460, -2.72057, -1.71201], [5.06756, -1.19470, -0.31931], [5.05467, -0.34547, -1.36353], [5.87342, -0.87215, 0.75834], [6.61543, 0.24613, 0.74184], [-3.59247, -2.79164, -2.47094], [-3.13561, -1.33857, -2.70292], [-3.27178, -1.00335, -4.19052], [-4.04810, -0.40844, -1.89049], [-1.73155, -1.22144, -2.24738], [-0.54575, -1.21486, -1.97426], [-4.63680, -2.91779, -2.77661], [-3.50126, -3.05338, -1.41564], [-2.97239, -3.48175, -3.04556], [-4.31244, -1.13606, -4.50361], [-2.63930, -1.65716, -4.79395], [-2.98530, 0.02974, -4.38817], [-5.09085, -0.55684, -2.18897], [-3.79443, 0.63933, -2.05668], [-3.95675, -0.61861, -0.82279], [0.74446, -1.06598, 0.20879], [-0.05303, -0.99864, 1.13584], [-0.86480, -0.97315, 2.24917], [-1.43833, 0.30979, 2.68805], [-1.73744, 1.29855, 1.74332], [-2.27273, 2.51793, 2.12920], [-2.51402, 2.78599, 3.47216], [-2.20963, 1.82048, 4.42085], [-1.68125, 0.59638, 4.03609], [-1.20735, -2.23129, 2.91463], [-2.41224, -2.39678, 3.60919], [-2.74018, -3.61398, 4.18892], [-1.87596, -4.69649, 4.09134], [-0.68050, -4.54904, 3.39721], [-0.35142, -3.33637, 2.81466], [-1.54629, 1.08237, 0.69659], [-2.50500, 3.26096, 1.37699], [-2.93265, 3.73767, 3.77531], [-2.37852, 2.02349, 5.47211], [-1.43532, -0.14420, 4.78775], [-3.10789, -1.56983, 3.67391], [-3.68374, -3.71889, 4.71144], [-2.13334, -5.64599, 4.54472], [0.00033, -5.38672, 3.30543], [0.57391, -3.22588, 2.26264], [-0.62607, 1.45125, -4.66714], [-0.14847, 2.26402, -3.05538], [0.52943, 3.97203, -3.46902], [-1.63444, 2.47211, -1.94278], [1.66445, 1.05548, -2.21943], [2.38162, 2.27795, -0.32785], [1.12640, 3.47766, 0.37681], [2.96312, 1.15231, 1.04516], [3.82581, 3.29793, -0.95732], [-1.45576, 1.97955, -5.14892], [-0.91383, 0.41593, -4.48993], [0.22720, 1.45489, -5.35099], [-0.21253, 4.54863, -4.03214], [1.43325, 3.89469, -4.07904], [0.77938, 4.53848, -2.56829], [-2.44537, 2.99522, -2.46271], [-1.37669, 3.04300, -1.04815], [-1.99310, 1.48861, -1.63270], [0.30983, 2.94757, 0.86877], [0.70754, 4.12989, -0.39251], [1.61471, 4.11295, 1.12574], [2.14575, 0.95944, 1.74363], [3.79418, 1.61555, 1.58705], [3.28951, 0.18132, 0.66576], [3.47478, 4.11929, -1.58971], [4.50838, 2.68163, -1.54741], [4.38463, 3.72893, -0.11934]], "forces_ev_per_a": [[0.123, -0.757, -0.319], [-0.090, -0.032, -0.125], [0.142, 0.083, 0.160], [-0.102, -0.222, 0.132], [-0.011, 0.080, -0.124], [-0.082, -0.141, 0.089], [0.080, 0.105, 0.019], [0.007, -0.057, -0.035], [-0.045, 0.273, 0.241], [0.146, 0.248, -0.240], [0.040, -0.212, 0.346], [0.088, 0.184, -0.175], [-0.082, -0.101, -0.001], [-0.029, 0.038, -0.034], [-0.021, -0.324, 0.359], [-0.012, 0.015, -0.018], [-0.016, 0.004, 0.013], [0.039, 0.029, -0.334], [-0.134, 0.883, -0.241], [0.038, 0.008, 0.005], [-0.001, 0.007, -0.021], [-0.007, 0.015, 0.013], [0.034, -0.014, 0.002], [-0.001, 0.024, 0.005], [-0.042, -0.035, 0.016], [0.026, -0.009, 0.018], [-0.034, -0.059, -0.003], [-0.001, 0.018, -0.026], [0.202, -0.028, -0.881], [-0.319, 0.023, 1.150], [-0.094, 0.103, 0.018], [0.003, -0.094, -0.087], [0.002, 0.064, -0.063], [0.038, -0.096, 0.023], [-0.003, 0.017, -0.083], [0.039, -0.098, 0.044], [-0.021, 0.041, 0.064], [0.055, 0.029, -0.004], [-0.061, -0.094, 0.101], [0.015, 0.075, -0.027], [0.002, 0.003, 0.008], [0.026, 0.060, -0.035], [0.002, -0.114, 0.004], [-0.019, 0.028, 0.047], [-0.003, 0.023, -0.035], [0.009, -0.002, -0.008], [0.006, -0.013, -0.013], [-0.006, 0.025, -0.012], [0.004, -0.019, -0.005], [0.004, 0.002, -0.005], [0.002, 0.013, -0.008], [0.001, 0.014, 0.002], [-0.007, -0.013, 0.006], [0.021, -0.001, -0.125], [-0.028, 0.036, 0.135], [0.064, 0.082, 0.013], [-0.146, -0.016, 0.053], [0.067, -0.121, -0.053], [-0.001, -0.036, -0.061], [-0.038, 0.077, 0.049], [0.033, -0.134, 0.066], [0.103, 0.073, -0.052], [0.012, -0.050, 0.011], [0.031, -0.012, -0.028], [-0.032, 0.010, 0.020], [0.030, -0.033, 0.026], [-0.029, 0.012, 0.009], [0.002, -0.001, -0.057], [0.023, -0.021, 0.026], [0.001, -0.008, -0.005], [0.072, 0.084, 0.014], [-0.022, 0.004, -0.008], [-0.003, -0.003, 0.055], [-0.027, -0.048, -0.036], [0.033, -0.011, -0.027], [-0.027, -0.002, -0.010], [-0.053, 0.133, 0.075], [0.032, -0.049, -0.011], [-0.009, 0.033, 0.050], [-0.039, 0.001, -0.047]]}



4.
{"formula": "C5H14NP", "method": "ωB97M-V with the def2-TZVPD basis set", "smiles": "CC(C)CN(C)P", "e_above_lowest_kcal_mol": 33.0, "max_force_ha_per_bohr": 0.1008, "orbital_gap_ha": 0.348, "e_homo_ha": -0.31219, "symbols": ["C", "C", "C", "C", "N", "C", "P", "H", "H", "H", "H", "H", "H", "H", "H", "H", "H", "H", "H", "H", "H"], "coordinates": [[1.42159, -0.44957, -0.89130], [0.03468, -1.03408, -0.43350], [0.32759, -2.34711, 0.20271], [-0.60835, -0.09772, 0.63030], [-0.59092, 1.31191, 0.34137], [-1.62402, 1.74990, -0.55743], [0.53870, 2.31254, 1.08847], [2.19508, -0.87236, -0.10213], [1.50414, -0.93162, -1.87429], [1.56797, 0.58255, -0.88785], [-0.50117, -1.08857, -1.31134], [1.25218, -2.27294, 0.78565], [0.57203, -2.94869, -0.59089], [-0.57526, -2.71803, 0.79715], [-1.68209, -0.35914, 0.50356], [-0.22116, -0.25754, 1.61442], [-1.36156, 2.77378, -0.78171], [-1.65160, 1.22120, -1.51198], [-2.63001, 2.01635, -0.16862], [1.71730, 1.63494, 0.76472], [0.31488, 1.77421, 2.38270]], "forces_ev_per_a": [[0.417, -3.615, 1.574], [3.024, 3.056, 2.892], [-1.559, 0.330, 1.814], [-1.777, -0.394, -2.101], [-0.256, -0.540, -0.174], [0.224, 2.237, -0.168], [-0.987, 0.636, -0.094], [-1.077, 0.844, -1.954], [1.049, 0.472, 0.140], [-0.266, 1.609, -0.516], [-1.864, -0.283, -1.613], [-0.580, -0.072, 0.462], [0.356, -2.339, -1.658], [1.386, 0.131, -0.740], [0.301, -0.238, 1.112], [0.148, -0.482, 0.618], [0.430, 0.438, -0.736], [-0.172, -0.235, 0.205], [0.145, -1.380, 0.367], [0.430, -0.256, 0.425], [0.629, 0.082, 0.143]]}



5.
{"formula": "C3H6N2", "method": "ωB97M-V with the def2-TZVPD basis set", "smiles": "C[C@@H]1N=C1N", "e_above_lowest_kcal_mol": 40.5, "max_force_ha_per_bohr": 0.0121, "orbital_gap_ha": 0.373, "e_homo_ha": -0.34108, "symbols": ["C", "C", "N", "C", "N", "H", "H", "H", "H", "H", "H"], "coordinates": [[1.59466, 0.14600, 0.09468], [0.30557, 0.35319, -0.66419], [-0.74264, 1.42864, -0.30677], [-0.97744, 0.21459, -0.05061], [-1.90385, -0.69302, 0.34388], [2.38406, 0.82122, -0.24616], [1.46163, 0.28520, 1.17252], [1.94642, -0.88258, -0.07231], [0.37653, 0.12493, -1.73266], [-2.85501, -0.39551, 0.47476], [-1.58993, -1.40266, 0.98684]], "forces_ev_per_a": [[0.047, 0.096, 0.068], [0.258, -0.387, -0.073], [-0.184, -0.584, 0.101], [0.157, 0.207, -0.203], [-0.150, 0.064, 0.042], [-0.070, -0.018, 0.028], [-0.018, 0.041, -0.144], [-0.061, 0.220, 0.048], [0.033, 0.162, 0.122], [-0.024, 0.291, 0.263], [0.011, -0.091, -0.253]]}